1.
A single C23H29NO6 molecule. Source: the OMol25 dataset; level of theory: wB97M-V/def2-TZVPD.

Geometry as ORCA input:
```
! RIJCOSX wB97M-V def2-TZVPD def2/J DEFGRID3
* xyz 0 1
C -9.381 -1.166 -0.945
C -8.317 -1.685 0.014
C -7.826 -0.579 0.955
O -7.239 0.518 0.279
C -5.922 0.334 -0.172
C -4.886 0.522 0.943
O -3.599 0.518 0.341
C -2.555 0.464 1.186
O -2.669 0.406 2.394
C -1.274 0.479 0.509
N -0.127 0.449 1.277
C 0.951 0.478 0.486
C 0.516 0.523 -0.838
C -0.903 0.521 -0.827
C -1.797 0.565 -2.010
C 1.446 0.567 -1.955
O 1.126 0.554 -3.126
C 2.900 0.665 -1.526
C 3.210 -0.105 -0.236
C 4.686 -0.073 0.077
C 5.393 -1.267 0.096
C 6.756 -1.304 0.364
O 7.519 -2.434 0.399
C 6.903 -3.669 0.127
C 7.417 -0.108 0.621
C 6.729 1.088 0.606
C 5.366 1.125 0.335
O 4.631 2.284 0.308
C 5.294 3.509 0.506
C 2.366 0.454 0.922
H -8.995 -0.313 -1.497
H -10.263 -0.847 -0.396
H -9.671 -1.939 -1.651
H -8.720 -2.496 0.623
H -7.475 -2.083 -0.555
H -7.132 -0.997 1.696
H -8.680 -0.149 1.485
H -5.756 1.102 -0.931
H -5.780 -0.649 -0.637
H -5.055 1.477 1.454
H -4.938 -0.278 1.691
H -0.156 0.413 2.285
H -2.433 1.448 -1.969
H -1.202 0.585 -2.917
H -2.451 -0.305 -2.021
H 3.531 0.309 -2.343
H 3.120 1.724 -1.371
H 2.917 -1.149 -0.390
H 4.853 -2.178 -0.109
H 6.476 -3.693 -0.881
H 7.694 -4.414 0.199
H 6.122 -3.900 0.859
H 8.474 -0.132 0.829
H 7.274 1.996 0.808
H 5.738 3.572 1.505
H 4.527 4.276 0.406
H 6.069 3.675 -0.249
H 2.493 -0.156 1.820
H 2.703 1.468 1.149
*
```

Results
Molar mass: 415.49 g mol⁻¹
SMILES string: CCCOCCOC(=O)c1[nH]c2c(c1C)C(=O)C[C@@H](c1cc(OC)ccc1OC)C2
HOMO-LUMO gap: 8.75 eV

=====

2.
A single C23H29NO6S molecule. Source: the OMol25 dataset; level of theory: wB97M-V/def2-TZVPD.

Geometry as ORCA input:
```
! RIJCOSX wB97M-V def2-TZVPD def2/J DEFGRID3
* xyz 0 1
C 0.618 -6.833 -1.275
O 1.390 -5.704 -1.618
C 1.105 -4.467 -1.124
C 2.039 -3.492 -1.466
C 1.909 -2.179 -1.064
C 0.825 -1.802 -0.286
C 0.700 -0.370 0.186
N -0.679 0.041 0.375
C -1.387 -0.160 1.511
O -2.602 -0.070 1.552
C -0.591 -0.432 2.793
O 0.486 0.466 2.966
C 0.250 1.792 2.671
C -0.978 2.420 2.816
C -1.104 3.747 2.443
C -0.040 4.469 1.924
C -0.223 5.890 1.490
C 1.205 3.840 1.803
C 2.380 4.574 1.236
C 1.334 2.514 2.180
C -1.356 0.697 -0.733
C -1.249 -0.100 -2.059
C -1.088 0.850 -3.224
S 0.057 2.070 -2.518
O 1.361 1.483 -2.368
O -0.019 3.342 -3.180
C -0.796 2.111 -0.918
C -0.116 -2.763 0.059
C -0.006 -4.086 -0.348
O -0.944 -5.037 -0.028
C -2.037 -4.671 0.777
H -0.405 -6.754 -1.648
H 1.117 -7.673 -1.759
H 0.597 -6.996 -0.196
H 2.876 -3.805 -2.069
H 2.643 -1.445 -1.357
H 1.251 -0.260 1.122
H 1.165 0.293 -0.548
H -0.143 -1.430 2.780
H -1.299 -0.377 3.629
H -1.834 1.892 3.203
H -2.065 4.228 2.554
H -1.247 6.213 1.655
H 0.442 6.552 2.044
H 0.010 5.998 0.431
H 2.579 5.482 1.805
H 3.269 3.950 1.254
H 2.183 4.865 0.204
H 2.285 2.012 2.087
H -2.406 0.758 -0.427
H -0.370 -0.744 -2.021
H -2.125 -0.738 -2.176
H -0.658 0.384 -4.103
H -1.997 1.387 -3.479
H -1.574 2.861 -1.012
H -0.107 2.397 -0.129
H -0.970 -2.463 0.645
H -2.622 -5.582 0.899
H -1.715 -4.316 1.761
H -2.658 -3.906 0.301
*
```

Results
Molar mass: 447.55 g mol⁻¹
SMILES string: COc1ccc(CN(C(=O)COc2ccc(C)c(C)c2)[C@@H]2CCS(=O)(=O)C2)cc1OC
HOMO-LUMO gap: 8.67 eV

=====

3.
A molecular structure, C23H30BClHoN5S4 in a non-equilibrium geometry. Source: the OMol25 dataset; level of theory: wB97M-V/def2-TZVPD.

Geometry as ORCA input:
```
! RIJCOSX wB97M-V def2-TZVPD def2/J DEFGRID3
* xyz 0 5
Ho 0.255 -0.806 -1.153
C -0.791 2.702 2.124
C -0.608 1.279 2.565
C -1.506 0.271 2.186
C -2.748 0.628 1.405
C -1.234 -1.082 2.439
C -2.255 -2.153 2.136
C -0.032 -1.448 3.045
C 0.334 -2.876 3.303
C 0.876 -0.444 3.436
C 2.211 -0.874 3.951
C 0.554 0.932 3.292
C 1.401 2.008 3.966
H -1.592 3.285 2.692
H -1.042 2.807 1.057
H 0.165 3.252 2.242
H -2.767 0.184 0.399
H -2.799 1.760 1.324
H -3.696 0.299 1.927
H -1.886 -2.889 1.391
H -3.194 -1.752 1.772
H -2.483 -2.677 3.098
H 0.525 -2.988 4.381
H 1.300 -3.150 2.757
H -0.416 -3.610 3.030
H 2.774 -1.422 3.192
H 2.136 -1.550 4.810
H 2.838 -0.014 4.226
H 1.692 1.674 4.987
H 0.846 2.933 4.110
H 2.338 2.202 3.387
S -0.418 -3.435 -0.755
S 1.059 -4.783 -0.617
S 2.805 -3.747 -0.592
S 2.392 -1.916 0.191
B -1.216 0.986 -3.196
N -0.381 -0.053 -3.950
C -0.258 -0.131 -5.316
C 0.754 -1.119 -5.608
C 1.144 -1.596 -4.328
N 0.461 -0.941 -3.336
N -2.303 0.276 -2.321
C -3.644 0.326 -2.473
C -4.230 -0.833 -1.918
C -3.115 -1.590 -1.442
N -1.947 -0.914 -1.646
H -1.722 1.739 -3.976
H -0.502 1.683 -2.410
H -0.772 0.483 -6.046
H 1.113 -1.380 -6.579
H 1.844 -2.385 -4.048
H -4.161 1.198 -2.823
H -5.281 -1.061 -1.833
H -3.082 -2.587 -0.987
Cl 3.959 2.489 -4.250
C 3.290 2.308 -2.708
C 3.571 3.159 -1.632
C 2.827 2.989 -0.449
C 1.978 1.886 -0.299
N 1.687 1.101 -1.375
C 2.296 1.337 -2.561
H 4.356 3.885 -1.753
H 2.864 3.703 0.369
H 1.482 1.639 0.628
H 1.947 0.802 -3.437
*
```

Results
Molar mass: 715.99 g mol⁻¹
HOMO-LUMO gap (alpha / beta): 5.36 / 5.38 eV